{
  "formula": "C13H19N2PdS3SeSi",
  "method": "ωB97M-V/def2-TZVPD",
  "elements": ["Pd", "S", "C", "C", "C", "C", "C", "C", "S", "H", "H", "H", "H", "C", "Si", "C", "C", "Se", "H", "H", "H", "H", "H", "H", "H", "H", "H", "C", "N", "C", "C", "N", "C", "S", "H", "H", "H", "H", "H", "H"],
  "coordinates": [[-0.2124, 0.8590, 0.3567], [1.9013, -0.2664, 0.1197], [2.4611, -0.1561, 1.7364], [3.8417, -0.3243, 1.9768], [4.3324, -0.3199, 3.2532], [3.4657, -0.1792, 4.3646], [2.1272, -0.0272, 4.1717], [1.5837, 0.0172, 2.8569], [-0.0933, 0.2181, 2.7006], [4.5059, -0.4534, 1.1322], [5.3975, -0.4261, 3.4143], [3.8690, -0.1925, 5.3688], [1.4518, 0.0718, 5.0118], [-0.4381, 5.5580, 1.8887], [0.2379, 5.4119, 0.1751], [1.9907, 5.9376, -0.0554], [-0.9257, 6.0443, -1.1224], [0.3479, 3.0799, -0.2396], [-0.5214, 6.6092, 2.1819], [0.2074, 5.0526, 2.6092], [-1.4325, 5.1113, 1.9450], [2.0893, 7.0237, 0.0241], [2.3536, 5.6345, -1.0399], [2.6272, 5.4764, 0.7016], [-0.8249, 7.1289, -1.2332], [-1.9598, 5.8327, -0.8410], [-0.7191, 5.5860, -2.0909], [-1.9148, -1.2343, -3.0532], [-2.3616, 0.1488, -2.8869], [-2.6401, 1.0417, -3.9071], [-3.0112, 2.2030, -3.3299], [-2.9521, 1.9914, -1.9696], [-2.5553, 0.7398, -1.6976], [-2.3962, 0.0104, -0.1475], [-1.7455, -1.4146, -4.1101], [-2.6717, -1.9185, -2.6800], [-0.9920, -1.3900, -2.5024], [-2.5485, 0.7723, -4.9445], [-3.3101, 3.1393, -3.7651], [-3.1418, 2.6673, -1.2471]],
  "spin_multiplicity": 5,
  "charge": 1,
  "relative_energy_kj_mol": 0.00,
  "gap_ev": [8.432, 5.007],
  "homo_energy_ev": [-10.56, -10.73],
  "e_lumo_ev": [-2.125, -5.725]
}